{"formula": "C5H14NS", "method": "ωB97M-V/def2-TZVPD", "symbols": ["H", "H", "H", "H", "H", "C", "S", "H", "H", "C", "N", "C", "H", "H", "H", "H", "H", "C", "C", "H", "H"], "coordinates": [[0.654, 0.726, -2.828], [1.139, -0.484, -1.733], [-1.515, 2.467, -0.470], [-0.539, 0.088, -1.808], [-0.734, 0.900, 0.784], [0.484, 0.369, -1.843], [0.882, 1.674, -0.612], [1.921, -2.515, -0.141], [-0.308, 3.777, -0.175], [-0.531, 2.885, -0.786], [-1.314, 0.177, 1.267], [0.685, -1.344, 1.112], [-2.280, 0.322, 0.869], [-1.264, -1.926, 0.468], [-1.349, 0.352, 2.268], [-0.690, 3.194, -1.848], [0.644, -3.454, 0.686], [1.361, -2.645, 0.806], [-0.632, -1.122, 0.899], [1.321, -0.535, 1.488], [2.063, -2.905, 1.598]], "atomic_forces_ev_per_a": [[0.2, 0.6, -0.9], [0.1, -0.1, 0.5], [0.7, 0.2, 0.0], [-0.9, -0.5, 0.3], [0.4, 0.2, 0.3], [0.5, 0.8, 0.2], [-0.9, 0.3, 0.0], [-0.1, -0.2, 0.5], [0.1, -0.5, -0.3], [-0.3, -0.3, -0.8], [-0.3, -0.2, -1.5], [-1.5, 0.9, 0.0], [1.1, -0.7, 0.6], [0.1, 0.9, 0.5], [0.1, 0.0, 0.1], [0.4, -0.2, 0.8], [0.0, 0.0, -0.1], [-0.1, 0.4, -0.5], [0.7, -1.3, 0.3], [-0.3, -0.2, 0.0], [0.0, 0.0, -0.1]], "lowdin_charge": [0.0291, 0.0335, 0.0257, 0.0242, 0.0353, -0.3677, 0.7683, 0.0954, 0.0460, -0.3724, 0.1678, -0.1468, 0.1883, 0.1374, 0.1655, 0.0581, 0.0849, -0.0657, -0.1097, 0.1126, 0.0904], "homo_ev": -12.83, "multiplicity": 1, "total_charge": 1, "molar_mass_g_mol": 120.241, "relative_energy_kj_mol": 129.4, "orbital_gap_ev": 9.5}

---

{"formula": "C3H8BrN2", "method": "ωB97M-V/def2-TZVPD", "symbols": ["H", "N", "C", "H", "H", "H", "C", "H", "H", "H", "N", "C", "Br", "H"], "coordinates": [[3.336, -0.265, -0.015], [2.452, 0.188, -0.201], [1.451, -0.630, 0.079], [-2.468, 1.659, 0.878], [-1.188, -0.174, 1.587], [-2.188, 1.026, -0.777], [-2.277, 0.741, 0.259], [2.360, 0.831, -1.011], [-0.008, 0.154, -1.254], [1.690, -1.251, 1.038], [-1.017, 0.029, 0.556], [-0.021, -0.117, -0.251], [1.021, -2.275, -1.354], [-3.145, 0.083, 0.465]], "atomic_forces_ev_per_a": [[0.4, 0.6, -0.3], [0.2, 1.1, -1.2], [-3.0, -2.2, 1.8], [0.9, -0.9, -0.3], [2.2, -0.5, -1.6], [-0.6, 0.2, -0.3], [-0.8, 0.2, -0.7], [0.6, -0.8, 0.8], [-0.9, 1.0, -1.6], [-1.1, 1.1, -1.8], [-1.3, 0.7, 1.9], [2.8, -1.3, 3.4], [0.1, 0.6, 0.6], [0.6, 0.1, -0.4]], "lowdin_charge": [0.1272, 0.0717, -0.5353, 0.1250, 0.2136, 0.0918, -0.0135, 0.1484, 0.0868, 0.1525, 0.0336, -0.1320, 0.5148, 0.1152], "homo_ev": -13.97, "multiplicity": 1, "total_charge": 1, "molar_mass_g_mol": 152.015, "relative_energy_kj_mol": 208.3, "orbital_gap_ev": 9.1}

---

{"formula": "H6O8P2", "method": "ωB97M-V/def2-TZVPD", "symbols": ["H", "O", "O", "O", "H", "O", "O", "H", "O", "H", "P", "P", "H", "O", "H", "O"], "coordinates": [[1.897, 1.973, -1.607], [1.413, 2.262, -0.787], [-1.809, -1.026, -1.848], [1.468, -0.267, -0.174], [0.671, -1.374, -0.307], [-1.427, 0.138, 0.449], [-0.119, -1.980, -0.314], [-2.642, -2.147, 1.190], [2.735, 1.558, 1.182], [-2.441, -0.275, -2.012], [-1.466, -1.130, -0.296], [1.470, 1.119, 0.320], [-0.564, 1.043, 1.014], [0.264, 1.528, 1.276], [3.077, 0.787, 1.710], [-2.527, -2.208, 0.204]], "atomic_forces_ev_per_a": [[-0.6, 0.5, 1.0], [0.9, -1.0, -1.3], [-1.0, 1.5, 0.2], [1.6, 0.9, -0.2], [0.1, 0.1, 0.0], [-1.7, -0.6, -0.4], [-2.5, -0.1, 0.1], [0.1, -0.2, -1.3], [0.6, -1.6, 0.3], [0.8, -1.0, 0.1], [1.9, -2.7, -0.8], [-1.7, 2.2, 2.0], [-0.1, -0.1, 0.0], [2.4, 0.3, -0.5], [-0.4, 1.1, -0.7], [-0.3, 0.8, 1.5]], "lowdin_charge": [0.1185, -0.0949, -0.0949, -0.2175, -0.0441, -0.2177, -0.1207, 0.1190, -0.1007, 0.1185, 0.3403, 0.3403, -0.0439, -0.1207, 0.1190, -0.1007], "homo_ev": -11.38, "multiplicity": 1, "molar_mass_g_mol": 195.988, "relative_energy_kj_mol": 0.0, "orbital_gap_ev": 11.7}

---

{"formula": "C23H23BBiI2N2O3Se3Te", "method": "ωB97M-V/def2-TZVPD", "symbols": ["I", "H", "C", "Te", "C", "Se", "H", "C", "H", "O", "H", "B", "N", "C", "H", "O", "H", "H", "H", "C", "O", "N", "H", "H", "C", "C", "Bi", "C", "C", "I", "H", "C", "C", "H", "H", "C", "C", "C", "H", "H", "H", "H", "Se", "C", "C", "C", "H", "H", "C", "H", "C", "C", "H", "C", "H", "H", "Se", "C", "C"], "coordinates": [[0.762, 3.294, 1.551], [-4.734, 0.581, 1.129], [-3.954, 0.450, 0.394], [2.861, -1.466, -5.448], [-1.975, 0.150, -1.448], [2.501, 1.688, -3.437], [4.926, -1.877, 2.068], [-3.282, 0.147, -1.895], [-6.463, -0.618, 0.516], [2.574, 1.611, -0.151], [-7.409, 1.705, -1.333], [0.209, 0.058, -1.230], [2.188, -2.103, 0.371], [5.306, 0.441, 0.251], [-7.569, -0.802, -0.846], [-0.312, 0.209, 0.048], [-5.571, -0.968, -3.113], [6.328, 0.274, 0.638], [-2.411, 0.579, 1.895], [3.564, 3.497, 2.731], [-0.820, 0.022, -2.150], [4.500, -0.763, 0.300], [5.389, 0.735, -0.802], [3.118, 4.219, 3.396], [3.341, 1.969, 0.813], [-4.296, 0.287, -0.951], [2.485, -0.207, -1.590], [-5.767, 0.286, -1.350], [-6.519, -0.793, -0.555], [6.144, 4.151, 4.235], [-0.352, -4.123, 1.174], [0.568, -3.574, 1.297], [4.680, 1.558, 1.044], [6.473, 1.894, 2.151], [0.579, -2.743, -0.697], [-2.647, 0.450, 0.850], [-6.360, 1.668, -1.041], [1.280, -3.610, 2.488], [-6.096, -1.774, -0.760], [-3.480, 0.031, -2.947], [-6.286, 1.901, 0.018], [4.870, -1.484, -0.308], [1.994, -2.520, -3.338], [2.819, 2.886, 1.755], [2.872, -2.122, 1.504], [-1.655, 0.281, -0.093], [-7.056, -0.022, -3.041], [3.033, -2.899, 3.505], [5.437, 2.178, 2.023], [0.927, -4.202, 3.321], [4.901, 3.160, 2.829], [2.451, -2.882, 2.594], [3.916, -0.431, 2.243], [4.126, -1.284, 1.586], [-5.820, 2.435, -1.592], [-5.538, 0.766, -3.458], [4.168, 0.508, -4.569], [1.072, -2.802, 0.265], [-5.987, -0.003, -2.837]], "atomic_forces_ev_per_a": [[0.3, 0.2, 0.2], [-0.1, 0.0, 0.0], [-0.2, 0.0, 0.0], [-0.1, 0.0, 0.0], [-0.3, 0.1, 1.0], [-0.2, 0.5, -0.7], [-0.2, 0.1, 0.0], [0.4, 0.0, -0.1], [0.0, 0.0, 0.1], [0.2, -0.5, 0.0], [-0.1, 0.0, 0.0], [0.1, 0.0, 0.1], [0.2, 0.2, 0.0], [0.2, 0.2, 0.1], [-0.1, 0.0, 0.0], [0.4, 0.0, 0.5], [0.1, -0.1, -0.1], [-0.1, 0.1, -0.1], [0.0, 0.0, 0.1], [0.0, 0.1, 0.1], [0.0, -0.1, -0.7], [0.1, -0.2, 0.1], [0.0, -0.1, 0.0], [0.0, 0.1, 0.0], [-0.2, 0.3, 0.2], [0.0, 0.0, 0.0], [0.5, -0.1, -0.4], [-0.2, 0.0, 0.0], [0.1, 0.1, -0.1], [-0.3, -0.2, -0.2], [-0.1, -0.1, 0.0], [0.0, 0.1, 0.0], [0.1, -0.1, -0.1], [0.1, -0.1, 0.0], [-0.2, -0.1, -0.1], [0.4, 0.0, 0.0], [0.0, -0.2, -0.1], [0.1, 0.1, 0.0], [0.0, -0.1, 0.0], [0.0, 0.0, -0.1], [0.0, 0.0, 0.1], [0.0, 0.0, 0.0], [0.0, -0.1, -0.2], [-0.5, 0.1, 0.0], [0.1, -0.2, 0.3], [-0.8, 0.0, -0.7], [-0.1, 0.0, 0.0], [0.1, 0.0, 0.1], [0.1, 0.0, 0.1], [0.0, 0.0, 0.0], [0.4, 0.3, 0.5], [-0.1, 0.0, -0.1], [0.1, -0.1, 0.0], [0.2, 0.1, 0.2], [0.0, 0.1, -0.1], [0.1, 0.1, -0.1], [0.1, -0.1, 0.0], [-0.3, -0.4, 0.2], [0.1, 0.1, 0.3]], "lowdin_charge": [0.9218, 0.1020, -0.0459, 0.1494, -0.1787, -0.0773, 0.1283, 0.0714, 0.0710, -0.3815, 0.0796, -0.7390, 0.0288, -0.1795, 0.0789, 0.0900, 0.0861, 0.1163, 0.1180, -0.2439, 0.1433, -0.1650, 0.1183, 0.0762, -0.4661, -0.1803, 1.1537, -0.5612, -0.0524, 0.7549, 0.1026, -0.0488, -0.1710, 0.0909, 0.0778, 0.0191, -0.0485, -0.0672, 0.0889, 0.1175, 0.0751, 0.1151, -0.3389, -0.6049, -0.2445, -0.2147, 0.0803, 0.1107, -0.1408, 0.1031, -0.7307, -0.0232, 0.1345, -0.1557, 0.0895, 0.0831, -0.2967, -0.1497, -0.0701], "homo_ev": -4.08, "multiplicity": 1, "total_charge": -1, "molar_mass_g_mol": 1213.528, "relative_energy_kj_mol": 48.5, "orbital_gap_ev": 6.2}

---

{"formula": "C9H20BN2O4", "method": "ωB97M-V/def2-TZVPD", "symbols": ["H", "H", "H", "H", "O", "H", "C", "O", "C", "C", "C", "H", "C", "H", "H", "H", "C", "N", "H", "C", "H", "C", "H", "H", "H", "H", "C", "N", "B", "H", "H", "O", "O", "H", "H", "H"], "coordinates": [[-2.171, 1.522, -0.463], [4.002, 1.666, 1.568], [-0.074, -2.389, -2.942], [-0.473, -4.135, -2.535], [-1.867, -0.325, 4.110], [-1.107, 0.840, -1.787], [3.001, 2.193, 1.390], [0.362, 2.898, -0.064], [-2.434, -1.136, -2.288], [-2.157, -2.703, -1.975], [-0.594, -3.054, -2.167], [3.132, 3.204, 0.861], [-1.737, 0.530, -0.872], [3.702, 0.511, -0.765], [0.206, 1.223, 3.272], [-2.423, -2.871, -0.865], [-0.953, -0.673, 3.334], [-0.434, 0.838, 1.258], [-1.200, 1.514, 1.469], [0.064, 0.308, 2.575], [2.762, 1.986, -1.382], [-0.800, -0.212, 0.244], [-0.081, -2.968, -1.134], [-1.426, -1.075, 0.650], [-2.830, -3.368, -2.630], [1.993, 0.302, -1.394], [2.659, 1.012, -0.766], [2.132, 1.230, 0.615], [0.706, 1.659, 0.617], [0.363, 2.733, -1.043], [1.075, -0.216, 2.525], [-2.273, -0.681, -3.454], [-2.901, -0.272, -1.235], [-0.832, -1.805, 3.141], [0.140, -0.662, -0.258], [2.467, 2.374, 2.391]], "atomic_forces_ev_per_a": [[0.7, -1.7, -0.4], [-1.4, 1.0, -0.2], [-0.9, -0.9, 1.2], [-0.2, 1.6, 0.7], [3.5, -0.5, -2.9], [-1.1, -0.7, 1.2], [-0.2, -0.1, 0.5], [-0.5, -3.2, 0.3], [0.0, -0.1, -4.6], [-0.1, 0.8, 0.9], [0.0, -0.2, 0.1], [-0.1, -1.5, 0.7], [-0.1, 1.2, 0.3], [-1.7, 0.9, 0.3], [-0.3, -1.4, -1.1], [0.2, 0.1, -1.8], [-2.6, -0.1, 1.4], [0.9, 0.0, 1.0], [0.1, -0.9, -0.4], [0.3, 0.0, 2.9], [-0.1, -1.3, 1.0], [-1.3, -0.6, -2.2], [-0.6, -0.1, -1.8], [0.9, 1.4, 0.0], [1.0, 1.3, 0.9], [0.9, 1.1, 1.2], [0.5, -0.3, -1.5], [-1.0, 0.1, -0.3], [2.2, 2.7, -2.4], [0.2, 0.7, 1.1], [-1.4, 0.7, -0.6], [-0.5, -1.6, 5.2], [2.8, -0.7, -0.8], [0.1, 1.5, 0.1], [-1.3, 0.9, 1.1], [1.1, -0.1, -1.3]], "lowdin_charge": [0.1572, 0.1156, 0.0880, 0.0911, 0.0603, 0.1460, -0.0546, 0.1229, -0.3540, -0.1223, -0.1051, 0.1148, -0.1271, 0.1185, 0.1683, 0.1116, -0.1698, 0.0049, 0.2039, -0.0670, 0.1110, -0.0473, 0.0699, 0.1520, 0.1365, 0.0975, -0.0872, -0.1561, -0.4966, 0.1331, 0.1539, 0.0853, -0.0476, 0.1459, 0.1463, 0.1004], "homo_ev": -13.20, "multiplicity": 1, "total_charge": 1, "molar_mass_g_mol": 231.081, "orbital_gap_ev": 9.3}

---

{"formula": "CHN3O4", "method": "ωB97M-V/def2-TZVPD", "symbols": ["O", "C", "O", "O", "N", "H", "O", "N", "N"], "coordinates": [[1.020, -0.640, 1.285], [-0.902, -0.499, 0.309], [-0.006, 0.947, -1.512], [2.451, 0.705, 0.083], [0.230, 0.246, -0.518], [-1.808, 0.335, -0.927], [-2.074, -0.406, -0.249], [-0.271, -0.955, 1.302], [1.360, 0.268, 0.227]], "atomic_forces_ev_per_a": [[2.0, 0.4, 0.4], [4.5, 2.0, -1.8], [-0.5, 0.4, -0.6], [0.7, 0.3, -0.3], [0.3, -0.6, 2.3], [-1.1, -1.0, 0.4], [1.2, 1.3, -0.6], [-2.4, -1.2, 1.0], [-4.8, -1.4, -0.7]], "lowdin_charge": [0.0438, -0.2810, -0.0189, 0.1354, -0.1245, 0.1725, 0.1559, 0.1112, -0.1944], "homo_ev": [-9.58, -9.57], "multiplicity": 1, "molar_mass_g_mol": 119.036, "relative_energy_kj_mol": 170.3, "orbital_gap_ev": [9.3, 9.3]}

---

What did the third record say?
{"formula": "H6O8P2", "method": "ωB97M-V/def2-TZVPD", "symbols": ["H", "O", "O", "O", "H", "O", "O", "H", "O", "H", "P", "P", "H", "O", "H", "O"], "coordinates": [[1.897, 1.973, -1.607], [1.413, 2.262, -0.787], [-1.809, -1.026, -1.848], [1.468, -0.267, -0.174], [0.671, -1.374, -0.307], [-1.427, 0.138, 0.449], [-0.119, -1.980, -0.314], [-2.642, -2.147, 1.190], [2.735, 1.558, 1.182], [-2.441, -0.275, -2.012], [-1.466, -1.130, -0.296], [1.470, 1.119, 0.320], [-0.564, 1.043, 1.014], [0.264, 1.528, 1.276], [3.077, 0.787, 1.710], [-2.527, -2.208, 0.204]], "atomic_forces_ev_per_a": [[-0.6, 0.5, 1.0], [0.9, -1.0, -1.3], [-1.0, 1.5, 0.2], [1.6, 0.9, -0.2], [0.1, 0.1, 0.0], [-1.7, -0.6, -0.4], [-2.5, -0.1, 0.1], [0.1, -0.2, -1.3], [0.6, -1.6, 0.3], [0.8, -1.0, 0.1], [1.9, -2.7, -0.8], [-1.7, 2.2, 2.0], [-0.1, -0.1, 0.0], [2.4, 0.3, -0.5], [-0.4, 1.1, -0.7], [-0.3, 0.8, 1.5]], "lowdin_charge": [0.1185, -0.0949, -0.0949, -0.2175, -0.0441, -0.2177, -0.1207, 0.1190, -0.1007, 0.1185, 0.3403, 0.3403, -0.0439, -0.1207, 0.1190, -0.1007], "homo_ev": -11.38, "multiplicity": 1, "molar_mass_g_mol": 195.988, "relative_energy_kj_mol": 0.0, "orbital_gap_ev": 11.7}